[1]
DFT (ωB97M-V/def2-TZVPD) results for a gas-phase ion, C4H11N2 (charge +1) at a distorted geometry.

Values from the calculation:
HOMO-LUMO gap in eV: 10.9
LUMO energy in eV: -3.32
HOMO energy in eV: -14.21
Total charge: +1
Structure (SMILES): C=NCCC[NH3+]

Each line ends with the Mulliken charge.
Positions of all 17 atoms, in Å:
C1 1.6708 -0.2493 -0.3189  -0.6242
C2 0.7993 -0.0339 0.9245  -0.4042
C3 -0.6135 -0.6234 0.7478  -0.8140
C4 -2.4127 0.7712 0.1945  -0.3018
N1 -1.3719 0.1906 -0.2233  -0.3318
N2 0.9097 -0.0235 -1.6203  -0.2109
H1 2.1467 -1.2313 -0.3436  0.3472
H2 2.5310 0.4310 -0.2434  0.3164
H3 1.3210 -0.5010 1.7885  0.3436
H4 0.6138 1.0248 1.1338  0.2901
H5 -0.5670 -1.6744 0.4906  0.3040
H6 -1.1956 -0.5881 1.6644  0.4751
H7 -2.8883 0.4610 1.1726  0.2139
H8 -2.7285 1.8172 0.0657  0.2964
H9 0.7478 -0.8675 -2.1517  0.3819
H10 -0.0812 0.2077 -1.2558  0.3171
H11 1.1186 0.8890 -2.0255  0.4012

Cartesian forces (eV/Å) of the 2 atoms listed first:
C 1.0 0.3 0.4
C -0.8 -0.3 -0.2

[2]
DFT (ωB97M-V/def2-TZVPD) results for a molecular structure, C4H7O3Rb at a distorted geometry.

Values from the calculation:
HOMO-LUMO gap (alpha / beta) in eV: 7.1 / 8.6
LUMO energy (alpha / beta) in eV: -3.99 / -4.00
Multiplicity: 2
HOMO energy (alpha / beta) in eV: -11.11 / -12.59
Total charge: +1

Each line ends with the Löwdin spin population.
Positions of all 15 atoms, in Å:
O1 -1.9586 0.1173 -1.1235  0.0280
C1 -3.0748 -0.1742 -1.5441  0.0011
H1 -3.6969 0.5838 -2.0558  0.0007
H2 -3.5450 -1.1409 -1.2765  -0.0001
O2 1.2216 -0.5509 0.4426  0.1636
O3 -0.1907 -2.2505 0.6642  0.2437
C2 0.0518 -1.0762 0.5469  0.5180
C3 1.4509 0.8150 0.9103  0.0207
H3 0.4902 1.2232 1.2435  0.0110
H4 2.1285 0.7201 1.7662  0.0020
Rb1 -1.5837 -5.3447 2.0921  0.0077
C4 2.0611 1.6133 -0.2121  0.0022
H5 1.3748 1.6698 -1.0661  0.0006
H6 2.2621 2.6299 0.1485  -0.0001
H7 3.0089 1.1649 -0.5361  0.0009

Cartesian forces (eV/Å) of the 2 atoms listed first:
O -1.9 -0.6 -1.0
C 1.6 0.9 1.5

E_tot list, top to bottom, in Eh: -268.2190, -406.1242
Relative energy (zero: lowest compared OMol25 entry of this formula, charge and spin) list, top to bottom, in eV: 2.337, 1.074